The following is a quantum chemistry calculation of C38H30BBiBr2IN7O2S as an isolated structure, from OMol25.

Properties
maximum force = 0.44 eV Å⁻¹
Kohn-Sham gap (alpha / beta) = 0.21622 / 0.19077 hartree
relative energy (zero: lowest compared OMol25 entry of this formula, charge and spin) = 0.013 eV

Atoms and positions in Å:
Bi (-0.813, 0.083, -1.091)
I (-0.619, 0.663, -4.959)
Br (4.791, 5.829, 0.081)
Br (-7.735, 1.003, -1.834)
S (-2.278, 4.699, 0.685)
O (0.237, -1.421, 2.323)
O (-1.482, 0.108, 2.409)
N (0.924, -2.143, -0.761)
N (1.534, 2.986, 2.722)
N (-1.334, 2.333, 0.448)
N (2.042, 0.490, -0.928)
N (-2.647, -3.338, -3.583)
N (-1.427, -1.853, -2.547)
N (0.838, 0.964, 2.031)
C (-1.128, -3.404, 2.900)
C (2.625, 4.118, -0.646)
C (-0.624, -2.551, -3.424)
C (-2.424, -3.790, 3.245)
C (-1.368, -3.477, -4.077)
C (-0.936, 4.284, 1.665)
C (2.512, -4.288, -1.591)
C (-3.939, 0.141, -0.409)
C (1.219, -4.509, -1.074)
C (3.009, -0.256, 2.553)
C (4.278, -0.065, 3.097)
C (-5.045, 1.074, -2.770)
C (3.837, 2.287, 3.491)
C (2.583, 2.095, 2.947)
C (-2.261, 3.130, 0.009)
C (2.718, 1.681, -0.763)
C (2.729, -0.609, -1.237)
C (-3.457, -2.865, 3.326)
C (4.679, 1.180, 3.562)
C (2.994, -3.012, -1.660)
C (-3.085, 0.428, -1.475)
C (-0.930, -2.068, 2.646)
C (2.174, 0.839, 2.506)
C (-2.640, -2.352, -2.668)
C (-3.669, 0.899, -2.652)
C (-5.318, 0.300, -0.502)
C (-0.550, 2.970, 1.417)
C (4.704, 2.989, -0.216)
C (3.966, 4.158, -0.306)
C (-3.245, -1.513, 3.054)
C (-1.966, -1.146, 2.709)
C (0.493, -3.404, -0.688)
C (-5.855, 0.771, -1.688)
C (4.091, 1.771, -0.448)
C (-0.211, 1.290, -2.958)
C (0.542, 2.335, 2.014)
C (2.012, 2.895, -0.856)
C (2.194, -1.917, -1.219)
B (-0.115, -0.084, 2.202)
H (-0.513, -3.528, -0.291)
H (-4.043, -0.783, 3.114)
H (3.772, -0.540, -1.548)
H (0.866, 1.399, -2.914)
H (-4.446, -3.200, 3.611)
H (4.161, 3.263, 3.827)
H (-5.966, 0.070, 0.335)
H (5.750, 3.028, 0.059)
H (-0.685, 2.268, -2.877)
H (3.988, -2.811, -2.043)
H (2.687, -1.210, 2.160)
H (4.964, -0.902, 3.145)
H (-0.522, 4.993, 2.363)
H (3.122, -5.118, -1.927)
H (-1.111, -4.204, -4.827)
H (-3.511, -2.040, -2.116)
H (0.433, -2.356, -3.502)
H (-0.313, -4.113, 2.836)
H (-3.525, -0.208, 0.532)
H (4.674, 0.865, -0.339)
H (5.672, 1.302, 3.976)
H (-2.624, -4.832, 3.457)
H (-3.450, -3.876, -3.856)
H (2.051, 5.033, -0.724)
H (-2.974, 2.849, -0.752)
H (1.672, 3.978, 2.627)
H (-5.478, 1.443, -3.691)
H (0.968, 2.872, -1.144)
H (0.807, -5.505, -0.988)
H (-3.053, 1.135, -3.514)

Forces on the atoms, in the same order (eV/Å):
Bi -0.191 -0.299 -0.262
I 0.003 -0.048 0.107
Br -0.018 -0.041 -0.028
Br 0.055 -0.008 0.004
S -0.015 -0.043 -0.045
O 0.067 -0.020 0.056
O 0.002 0.069 -0.015
N 0.165 0.084 -0.119
N 0.002 0.075 0.095
N -0.025 0.182 -0.142
N -0.179 -0.097 0.003
N 0.036 -0.030 -0.003
N -0.038 0.115 -0.084
N -0.026 -0.051 -0.014
C 0.041 -0.050 -0.027
C -0.167 -0.066 0.114
C 0.104 0.005 0.112
C 0.010 0.001 -0.014
C -0.021 0.020 0.032
C 0.021 0.131 -0.040
C 0.047 0.061 -0.026
C 0.055 0.004 -0.054
C 0.019 -0.053 0.041
C -0.053 0.005 -0.037
C -0.040 -0.023 -0.034
C 0.076 -0.004 -0.005
C 0.022 0.080 -0.029
C 0.060 -0.076 -0.065
C 0.137 0.068 0.095
C 0.171 0.011 0.052
C 0.041 0.073 -0.006
C -0.011 -0.064 -0.008
C 0.044 0.043 0.005
C 0.001 -0.034 0.007
C 0.058 0.190 0.044
C -0.018 0.058 -0.042
C -0.034 0.071 -0.151
C 0.113 -0.025 -0.038
C -0.046 0.039 -0.007
C -0.028 -0.014 0.047
C 0.024 -0.034 -0.026
C -0.031 0.013 0.029
C 0.093 0.061 0.067
C -0.050 0.078 -0.062
C 0.050 -0.050 -0.005
C 0.013 0.085 0.086
C -0.064 -0.019 -0.012
C -0.070 -0.053 0.026
C -0.181 -0.039 0.032
C -0.107 -0.246 0.121
C 0.044 -0.040 -0.136
C 0.004 -0.058 0.067
B -0.061 0.000 0.058
H -0.023 -0.015 -0.046
H 0.023 -0.013 0.021
H -0.012 0.017 -0.038
H 0.011 -0.016 0.058
H 0.015 0.027 -0.022
H -0.002 -0.020 0.004
H 0.029 0.009 -0.026
H -0.007 -0.006 -0.013
H 0.032 -0.023 0.070
H -0.021 -0.008 0.005
H 0.043 -0.010 0.032
H -0.009 0.011 0.008
H -0.030 -0.107 0.022
H -0.018 0.004 0.013
H -0.021 0.033 0.034
H 0.012 0.037 -0.063
H -0.053 0.023 -0.011
H -0.014 0.024 0.013
H -0.018 -0.023 0.052
H -0.005 0.026 0.066
H -0.014 -0.005 -0.015
H -0.001 0.032 0.003
H -0.040 0.000 0.018
H 0.027 -0.002 -0.024
H -0.005 -0.073 -0.008
H 0.099 0.017 -0.139
H -0.004 -0.005 0.028
H -0.034 0.006 0.132
H -0.021 0.031 0.020
H -0.040 -0.012 0.043

Here are the Mulliken charges for atoms 1 to 6, given in e: atom 1 (Bi): 2.21, atom 2 (I): -0.09, atom 3 (Br): -0.22, atom 4 (Br): -0.19, atom 5 (S): -0.25, atom 6 (O): -0.49

---

The following is a quantum chemistry calculation of C25H33HgN4O8 as an isolated structure in a non-equilibrium geometry, from OMol25.

Properties
net charge = -2
⟨S²⟩ = 0.828
multiplicity = 2
maximum force = 2.71 eV Å⁻¹
Kohn-Sham gap (alpha / beta) = 0.08680 / 0.18919 hartree
relative energy (zero: lowest compared OMol25 entry of this formula, charge and spin) = 0.773 eV

Atoms and positions in Å:
Hg (0.475, -0.101, -0.158)
O (-2.566, -0.339, -0.718)
O (-0.989, -2.940, 0.260)
O (2.271, 2.395, -0.642)
O (-1.589, -0.312, -3.330)
O (3.498, -2.678, -2.780)
O (1.749, -1.836, -0.696)
O (-1.450, 2.376, 0.327)
O (-1.047, -0.037, 1.910)
N (1.079, 0.255, 2.810)
N (1.402, 1.662, -1.265)
N (1.591, -0.315, 1.713)
N (-0.501, 0.280, -2.611)
C (2.865, -0.606, 1.717)
C (3.022, -1.716, -0.543)
C (-1.738, 2.705, 6.078)
C (-0.248, 0.422, 2.796)
C (3.617, -1.192, 0.658)
C (5.288, -2.258, -1.322)
C (0.111, 1.703, 4.908)
C (-2.487, 2.092, -0.569)
C (-2.103, -2.711, -0.546)
C (5.004, -1.293, 0.841)
C (1.854, 3.130, -3.159)
C (-0.371, 2.440, 5.960)
C (-3.173, 0.795, -0.145)
C (-0.780, 3.581, 0.074)
C (-2.132, 1.476, 4.051)
C (5.832, -1.825, -0.119)
C (-0.234, 1.629, -4.649)
C (0.128, 1.249, -3.231)
C (-1.270, -3.175, 1.620)
C (-3.000, -1.538, -0.129)
C (-0.760, 1.184, 3.929)
C (3.922, -2.188, -1.542)
C (2.331, -2.110, -3.330)
C (1.125, 1.966, -2.529)
C (-2.608, 2.226, 5.100)
H (-4.041, -1.743, -0.449)
H (-2.155, -0.580, -2.589)
H (5.922, -2.666, -2.101)
H (1.619, 3.256, -4.211)
H (-3.101, 0.727, 0.947)
H (-2.794, 1.096, 3.283)
H (2.928, 2.985, -3.039)
H (-0.454, 3.664, -0.969)
H (-2.987, -1.431, 0.963)
H (5.431, -0.935, 1.770)
H (3.414, -0.374, 2.636)
H (-3.233, 2.912, -0.541)
H (-2.116, -3.876, 1.732)
H (2.255, -2.515, -4.344)
H (6.899, -1.906, 0.054)
H (0.630, 1.554, -5.307)
H (1.440, -2.360, -2.751)
H (0.305, 2.844, 6.709)
H (-4.234, 0.819, -0.460)
H (-2.094, 1.999, -1.590)
H (-2.723, -3.630, -0.577)
H (0.102, 3.583, 0.710)
H (-1.005, 0.957, -5.016)
H (-2.111, 3.282, 6.918)
H (-1.698, -2.523, -1.542)
H (2.400, -1.018, -3.370)
H (-0.368, -3.618, 2.040)
H (1.599, 4.050, -2.627)
H (-0.618, 2.649, -4.690)
H (-1.473, -2.242, 2.156)
H (-3.667, 2.465, 5.169)
H (1.166, 1.500, 4.798)
H (-1.416, 4.449, 0.317)

Forces on the atoms, in the same order (eV/Å):
Hg -0.647 0.127 0.319
O 0.503 -0.076 -0.274
O 0.195 0.169 -0.084
O -1.114 -0.926 -0.851
O 0.667 0.364 -0.022
O 0.085 -0.108 0.542
O -0.699 -0.464 -0.358
O 0.044 -0.200 -0.047
O -0.516 -0.369 -1.216
N 0.722 -0.092 -0.376
N 0.887 1.496 -0.261
N -0.951 0.177 0.996
N 0.168 0.646 -0.457
C 0.653 -0.094 0.423
C 1.084 -0.250 -0.201
C -0.359 0.268 0.288
C 0.114 0.313 1.034
C -0.062 0.009 -0.189
C 0.212 -0.085 -0.175
C 0.199 0.070 0.272
C -0.205 -0.081 0.105
C -0.381 0.058 0.099
C 0.126 0.048 0.040
C -0.121 -0.340 0.332
C 0.068 0.059 0.139
C -0.286 0.584 0.135
C -0.020 0.181 0.070
C -0.191 -0.191 -0.298
C 0.206 -0.135 -0.072
C -0.214 -0.232 0.125
C -1.898 -1.934 -0.129
C 0.036 0.012 0.194
C -0.204 -0.508 0.181
C 0.319 -0.292 -0.624
C -0.185 0.145 -0.006
C -0.323 -0.042 -0.156
C 1.366 0.901 0.779
C -0.106 0.148 0.248
H 0.163 0.014 0.066
H 0.133 0.141 0.185
H -0.046 0.009 -0.078
H -0.028 -0.032 -0.072
H -0.013 0.014 -0.072
H -0.037 0.028 0.000
H 0.072 0.076 0.026
H 0.006 -0.063 -0.059
H -0.013 0.010 -0.091
H -0.036 0.059 0.094
H -0.112 0.017 -0.098
H 0.087 -0.177 -0.073
H 0.077 0.002 -0.017
H 0.030 0.099 -0.011
H 0.015 0.024 -0.006
H 0.100 0.067 0.032
H 0.117 0.033 -0.150
H 0.075 -0.078 -0.042
H 0.141 0.042 0.096
H -0.104 0.038 -0.045
H 0.013 0.197 -0.026
H 0.035 0.056 -0.011
H 0.038 0.051 0.016
H -0.025 0.034 -0.035
H -0.112 -0.054 -0.100
H 0.026 0.075 -0.032
H -0.038 -0.017 0.023
H 0.088 0.109 0.045
H 0.086 0.070 0.009
H 0.024 -0.046 -0.060
H 0.020 -0.082 -0.019
H 0.038 0.022 0.008
H 0.008 -0.090 -0.027

Here are the Mulliken charges for atoms 1 to 6, given in e: atom 1 (Hg): 2.19, atom 2 (O): -0.15, atom 3 (O): -0.11, atom 4 (O): -0.76, atom 5 (O): -0.76, atom 6 (O): -0.55

---

The following is a quantum chemistry calculation of a 2-piece molecular cluster, C11H15N overall in a non-equilibrium geometry, from OMol25.

Properties
SMILES string = Cc1c[nH]c2ccccc12.CC
maximum force = 4.89 eV Å⁻¹
Kohn-Sham gap = 0.33048 hartree
relative energy (zero: lowest compared OMol25 entry of this formula, charge and spin) = 2.517 eV

Atoms and positions in Å:
N (2.563, -0.979, 1.974)
C (-1.945, 2.256, -1.827)
C (0.750, -0.589, 0.607)
C (-0.581, 1.140, 2.071)
C (1.758, -2.062, -1.502)
C (-2.682, 0.978, -1.397)
C (0.566, 0.155, 1.853)
C (0.398, -1.687, -1.420)
C (2.027, -1.198, 0.715)
C (1.562, -0.143, 2.741)
C (-0.125, -0.888, -0.455)
C (2.534, -1.938, -0.342)
H (-3.377, 0.566, -2.328)
H (-1.178, -0.544, -0.299)
H (-2.009, 0.081, -1.270)
H (-0.381, 2.058, 2.684)
H (3.472, -1.227, 2.219)
H (3.540, -2.433, -0.187)
H (-2.039, 2.956, -1.079)
H (-2.138, 2.659, -2.814)
H (1.836, 0.216, 3.736)
H (2.072, -2.511, -2.369)
H (-1.412, 0.573, 2.507)
H (-0.853, 2.145, -2.005)
H (-0.285, -1.981, -2.396)
H (-3.124, 1.072, -0.432)
H (-0.950, 1.324, 1.015)

Forces on the atoms, in the same order (eV/Å):
N -3.988 1.662 0.234
C 1.745 -1.746 -1.474
C 0.752 0.246 1.413
C -0.426 -0.956 -1.105
C -1.147 0.744 3.351
C 0.086 -2.359 -3.673
C -0.247 0.489 0.934
C -1.642 -0.583 -4.565
C -0.587 0.174 0.489
C 2.377 -1.137 -2.600
C -0.057 0.519 2.324
C 1.437 -0.737 -0.553
H 1.091 1.263 2.822
H 1.562 -0.890 -0.434
H -0.902 1.623 -0.756
H -0.010 -0.927 -0.853
H 1.301 -0.273 0.673
H -1.170 0.687 -0.651
H -0.309 1.971 1.357
H -1.173 0.148 -0.016
H -0.295 -0.144 -0.561
H 0.943 -1.226 -1.681
H -0.029 0.309 0.297
H -0.313 -0.546 0.770
H 1.716 0.806 2.647
H -1.094 0.220 0.313
H 0.379 0.662 1.297

Here are the Mulliken charges for atoms 1 to 6, given in e: atom 1 (N): -0.07, atom 2 (C): -0.97, atom 3 (C): 1.02, atom 4 (C): -0.84, atom 5 (C): -0.74, atom 6 (C): -0.52

---

The following is a quantum chemistry calculation of C26H50OP2RuSi as an isolated structure in a non-equilibrium geometry, from OMol25.

Properties
net charge = +1
⟨S²⟩ = 8.807
multiplicity = 6
maximum force = 10.47 eV Å⁻¹
Kohn-Sham gap (alpha / beta) = 0.21525 / 0.18201 hartree
relative energy (zero: lowest compared OMol25 entry of this formula, charge and spin) = 1.319 eV

Atoms and positions in Å:
Ru (0.098, 0.556, -3.878)
P (-2.111, -0.764, -2.835)
P (2.925, 1.652, -1.180)
Si (-1.268, 3.412, 0.197)
O (-1.223, 1.956, -0.433)
C (0.439, 4.272, 0.417)
C (-0.233, -0.826, -6.337)
C (-2.146, -2.623, 0.001)
C (0.826, -0.461, -5.327)
C (-1.650, 0.543, -4.709)
C (2.760, -1.229, 0.424)
C (3.486, 3.287, -1.796)
C (1.291, -1.254, 0.541)
C (-2.314, 4.631, -0.833)
C (0.856, 1.997, -6.187)
C (3.686, 0.541, -2.434)
C (1.362, 0.903, -5.268)
C (0.774, -2.966, -1.305)
C (-1.057, 1.919, -4.523)
C (-3.312, 0.274, -1.943)
C (1.232, 1.578, -2.124)
C (-2.007, 3.410, 1.966)
C (-0.908, -1.889, 0.351)
C (-0.832, -0.857, 1.319)
C (-1.957, -0.268, 2.063)
C (0.393, -2.081, -0.185)
C (-2.809, -2.224, -3.669)
C (0.524, -0.469, 1.447)
C (1.034, 0.582, 2.342)
C (-1.564, -0.092, -6.079)
C (-0.480, 2.624, -5.715)
H (-2.709, 0.574, -4.370)
H (3.241, -1.672, 1.312)
H (-1.692, -0.153, 3.122)
H (4.015, 1.115, -3.310)
H (-2.584, -3.079, 0.903)
H (-3.874, 0.881, -2.662)
H (-3.886, -2.333, -3.487)
H (-2.382, -0.815, -6.158)
H (-2.069, 4.432, 2.369)
H (-2.603, -2.205, -4.745)
H (0.769, 4.755, -0.514)
H (2.121, 0.502, 2.446)
H (-0.109, -3.438, -1.750)
H (-2.282, -3.096, -3.248)
H (3.067, 4.082, -1.163)
H (3.143, -0.196, 0.344)
H (0.577, 0.492, 3.338)
H (1.291, -2.405, -2.101)
H (1.224, 3.568, 0.724)
H (0.799, 1.588, 1.956)
H (4.536, 0.014, -1.983)
H (-0.298, 3.662, -5.406)
H (-1.742, 0.668, -6.848)
H (3.089, -1.794, -0.456)
H (0.117, -0.645, -7.366)
H (-1.400, 2.816, 2.663)
H (1.621, 2.787, -6.188)
H (-2.846, -0.907, 1.992)
H (1.166, 2.570, -2.610)
H (0.428, 1.516, -1.348)
H (2.416, 0.984, -4.988)
H (-0.397, -1.914, -6.272)
H (0.786, 1.634, -7.222)
H (1.455, -3.757, -0.958)
H (4.581, 3.317, -1.733)
H (-1.948, -3.428, -0.715)
H (-3.372, 4.334, -0.829)
H (-2.739, 0.949, -1.258)
H (0.386, 5.059, 1.185)
H (-3.021, 2.988, 1.964)
H (-2.253, 5.657, -0.440)
H (-1.976, 4.647, -1.878)
H (2.922, -0.185, -2.749)
H (3.158, 3.423, -2.834)
H (-1.625, 2.543, -3.824)
H (-2.209, 0.726, 1.665)
H (1.535, -1.261, -5.093)
H (-4.004, -0.362, -1.374)
H (-2.904, -1.948, -0.421)
H (-1.204, 2.678, -6.540)

Forces on the atoms, in the same order (eV/Å):
Ru 1.346 -1.648 10.255
P 2.479 0.347 1.035
P -1.842 -0.009 -1.770
Si -0.096 0.710 0.437
O 0.046 -0.695 -0.104
C -0.148 -0.051 -0.073
C -0.087 -0.662 -0.463
C -0.149 -0.335 -0.017
C 1.041 0.087 -2.903
C -3.006 1.641 -1.787
C 0.453 -0.171 -0.150
C 0.140 0.030 0.142
C -0.008 0.046 0.083
C 0.035 -0.098 0.189
C 0.368 0.561 -0.398
C 0.764 -0.472 0.103
C 1.287 -0.310 -2.475
C -0.026 -0.341 -0.295
C -1.820 -0.017 -1.775
C -0.122 0.066 -0.213
C 0.062 1.132 2.083
C 0.015 0.095 -0.212
C 0.083 0.051 -0.186
C -0.283 0.270 0.076
C -0.330 -0.271 0.221
C -0.039 0.160 0.159
C -0.410 -0.042 -0.071
C 0.067 0.292 -0.134
C 0.349 0.040 0.322
C -0.259 -0.631 -0.572
C 0.135 0.840 -0.381
H 0.305 0.112 -0.346
H -0.209 0.038 -0.166
H -0.104 0.081 -0.186
H -0.023 -0.219 0.162
H 0.090 0.149 -0.228
H -0.188 -0.038 0.227
H 0.258 0.007 -0.166
H 0.068 0.193 -0.255
H -0.008 -0.251 -0.064
H -0.156 -0.047 0.197
H -0.038 -0.111 0.118
H -0.215 0.114 0.014
H 0.272 0.059 0.071
H -0.237 0.293 -0.169
H 0.145 -0.208 -0.214
H -0.241 -0.430 0.121
H 0.069 0.112 -0.220
H -0.093 -0.118 0.280
H -0.067 0.058 -0.029
H -0.080 -0.304 -0.014
H 0.004 0.011 -0.397
H -0.021 -0.195 -0.161
H -0.060 -0.064 0.123
H 0.016 0.116 0.213
H -0.076 -0.001 0.251
H -0.058 0.107 -0.086
H -0.254 -0.195 -0.173
H 0.141 0.188 0.067
H -0.286 -0.292 -0.247
H -0.217 -0.126 -0.675
H -0.229 -0.044 0.126
H -0.003 0.295 -0.023
H -0.038 0.053 0.192
H -0.118 0.161 -0.140
H -0.209 0.144 -0.064
H -0.109 0.186 0.141
H 0.168 0.056 -0.012
H 0.046 -0.312 -0.339
H -0.019 -0.194 -0.203
H 0.121 0.087 0.032
H -0.019 -0.209 -0.106
H -0.014 0.021 0.138
H 0.459 0.099 0.132
H 0.212 0.088 0.160
H 0.570 -0.107 0.361
H 0.228 -0.120 -0.058
H -0.135 0.114 0.391
H 0.049 0.188 -0.250
H 0.193 -0.178 0.193
H 0.063 0.018 0.157

Here are the Mulliken charges for atoms 1 to 6, given in e: atom 1 (Ru): -0.31, atom 2 (P): 1.29, atom 3 (P): 0.26, atom 4 (Si): 0.65, atom 5 (O): -0.96, atom 6 (C): -1.19